Below is a structure of composition C8H22CsN2O10S2 at a distorted geometry, with properties calculated with ωB97M-V/def2-TZVPD.

The geometry in XYZ format:
```
45
Properties=species:S:1:pos:R:3:forces:R:3:mulliken_charge:R:1
Cs 3.783 -11.454 27.217 -0.3107 -0.7251 0.9616 1.19
S 3.819 -15.025 27.886 -0.1971 -0.2420 0.9276 1.04
O 4.272 -15.008 26.462 -0.0370 0.0715 -0.5377 -0.76
O 4.325 -16.253 28.569 0.1705 0.1882 -0.2707 -0.81
O 4.369 -13.796 28.547 0.4096 -0.2276 -0.0415 -0.79
O 2.341 -14.978 27.990 0.1007 -0.0892 -0.5622 -0.69
S 1.664 -10.475 30.008 -1.0027 0.0170 1.2863 1.02
O 3.161 -10.403 30.082 -0.0428 0.5771 -0.5676 -0.74
O 1.056 -9.152 30.415 0.5154 -0.1476 -0.1590 -0.88
O 1.247 -10.738 28.595 0.3212 0.0477 -0.2580 -0.74
O 1.172 -11.506 30.945 0.1126 0.2002 -0.5443 -0.75
C 2.711 -6.711 26.508 -0.1075 0.1297 0.0273 -1.39
C 3.006 -7.720 27.592 0.1743 -0.7403 1.2715 1.77
C 4.480 -7.912 27.937 0.4106 1.3549 -0.4750 -1.13
O 5.118 -8.624 26.878 0.0180 -0.0545 -0.2105 -0.18
C 6.448 -8.994 27.127 -0.3098 -0.4599 0.4362 -0.91
N 2.341 -7.287 28.835 0.1454 -0.1353 -0.4436 -0.97
H 1.626 -6.652 26.380 0.0231 -0.1671 -0.1988 0.28
H 3.189 -6.978 25.564 0.0110 0.1104 -0.0539 0.09
H 2.993 -5.704 26.836 0.3253 -0.0991 -0.0491 0.43
H 2.703 -8.735 27.301 -0.4776 0.2179 -0.1857 -0.46
H 4.612 -8.394 28.909 -0.2575 -0.4065 -0.1308 0.50
H 4.942 -6.906 28.008 0.0662 -0.1037 0.0815 0.23
H 6.559 -9.322 28.169 0.1375 0.2299 0.0286 0.38
H 7.158 -8.188 26.899 0.0172 0.0169 0.0534 0.23
H 6.680 -9.887 26.533 -0.0035 0.2915 -0.1992 0.26
H 1.344 -7.450 28.709 -0.0536 0.1377 -0.0019 0.37
H 2.481 -8.018 29.544 0.0249 0.0657 0.0839 0.39
C 0.448 -9.194 24.924 -0.7091 -0.2523 -0.4144 -1.18
C 1.429 -9.691 23.850 0.5411 -0.5473 1.5412 0.43
C 1.908 -8.522 23.032 -0.5696 -0.3694 -0.8655 -0.73
O 2.763 -8.976 21.982 -0.1316 -0.0460 0.1403 -0.33
C 3.176 -7.942 21.144 0.1864 0.1294 -0.2964 -0.75
N 2.610 -10.283 24.542 0.8022 0.0572 -1.5923 -0.48
H -0.584 -9.387 24.604 0.0676 0.0546 0.0202 0.41
H 0.520 -8.118 25.081 0.2128 -0.0005 0.1791 0.18
H 0.589 -9.722 25.867 0.1428 0.1049 0.0628 0.29
H 0.930 -10.444 23.235 0.0194 0.1545 -0.3325 0.38
H 2.417 -7.783 23.654 0.0169 0.0055 0.1066 0.13
H 1.018 -8.080 22.553 0.1286 0.2844 0.1858 0.42
H 2.345 -7.295 20.825 -0.0592 -0.0628 0.1204 0.30
H 3.597 -8.393 20.242 0.0770 0.0139 0.1000 0.25
H 3.939 -7.306 21.612 -0.0453 -0.0045 0.0322 0.28
H 2.630 -11.302 24.544 -0.9982 -0.0317 0.3883 0.28
H 3.372 -10.178 23.864 0.1345 0.4516 0.3559 0.16
```
Positions in Å, forces in eV/Å.

Calculated values
* LUMO: 0.184 hartree
* total charge: -3
* orbital gap: 0.1092 Ha
* energy above the lowest of the compared OMol25 structures with the same formula, charge and spin: 0.6 kcal/mol
* HOMO energy: 2.04 eV